Below is a 4-piece molecular cluster, C19H39Br2ClFNO7 overall, with properties calculated with ωB97M-V/def2-TZVPD.

- SMILES = CCCN[C@H](CCCCl)O[C@@H](C[C@@H]1CO1)[C@](O)(F)OC/C(Br)=C(\C)Br.CO.CO.CO

The geometry in ORCA input format:
```
! wB97M-V def2-TZVPD RIJCOSX def2/J DEFGRID3
* xyz 0 1
C -3.2889 2.3699 4.4045
C -2.9013 0.8902 4.2362
C -1.6127 0.7838 3.4476
N -1.0345 -0.5525 3.4950
C -0.2957 -0.9352 2.3231
C 0.8226 0.0948 2.0505
C 2.1571 -0.5824 1.6918
C 3.3451 0.3668 1.9486
Cl 4.5303 -0.3337 3.0818
O -1.2253 -1.0316 1.2438
C -0.7186 -1.5448 0.0476
C -0.9008 -3.0572 -0.0667
C 0.1582 -3.7628 0.7246
C 0.3087 -5.3192 0.3746
O -0.2187 -4.5816 1.6797
C -1.4632 -0.8502 -1.1396
O -2.1837 0.2576 -0.7105
F -2.4077 -1.7051 -1.7002
O -0.5145 -0.5341 -2.0690
C -0.9823 0.0606 -3.2825
C -0.1167 1.2385 -3.5954
Br 1.5468 0.7162 -4.3514
C -0.4377 2.5201 -3.3510
C -1.7246 2.9728 -2.7465
Br 0.7855 3.9122 -3.7511
H -4.3384 2.5530 4.2091
H -3.0861 2.6989 5.4210
H -2.6724 2.9859 3.7585
H -3.7082 0.3913 3.7028
H -2.8061 0.3861 5.1950
H -0.9066 1.4940 3.8801
H -1.8195 1.1358 2.4339
H -1.7341 -1.2482 3.7103
H 0.1695 -1.8906 2.5698
H 1.0216 0.6752 2.9406
H 0.4897 0.7244 1.2290
H 2.2021 -0.8100 0.6306
H 2.3009 -1.4833 2.2765
H 3.8630 0.5796 1.0229
H 2.9948 1.3143 2.3404
H 0.3312 -1.3122 -0.1252
H -0.7503 -3.3755 -1.0897
H -1.8437 -3.3927 0.3437
H 1.0819 -3.2311 0.9095
H 0.4697 -6.2105 0.9855
H 1.4293 -5.1361 0.2992
H -3.0638 0.2189 -1.0890
H -0.8488 -0.6633 -4.0814
H -2.0335 0.3080 -3.2595
H -2.5183 2.2550 -2.8745
H -2.0284 3.8861 -3.2524
H -1.5701 3.2297 -1.7037
C 3.0401 4.8935 -6.9547
O 2.1014 4.4625 -7.9341
H 4.0093 4.9830 -7.4379
H 2.7565 5.8674 -6.5456
H 3.1125 4.1637 -6.1434
H 1.2477 4.3823 -7.5030
C -3.3935 -6.1734 -0.3137
O -3.4081 -6.3618 -1.7266
H -2.5176 -6.6775 0.0833
H -3.3278 -5.1098 -0.0710
H -4.2915 -6.6002 0.1425
H -4.1803 -5.9115 -2.0738
C 5.5372 3.1426 2.2212
O 4.6388 4.1025 1.6669
H 4.9579 2.4729 2.8483
H 6.0180 2.5607 1.4301
H 6.2995 3.6319 2.8325
H 5.1474 4.6956 1.1106
*
```

Löwdin population analysis, charges in e, atoms 1 to 2: atom 1 (C): -0.102, atom 2 (C): -0.243

***

Below is a 2-piece molecular cluster, C7H15O overall, with properties calculated with ωB97M-V/def2-TZVPD.

- relative energy (zero: lowest compared OMol25 entry of this formula, charge and spin) (eV) = 0.692

The geometry in ORCA input format:
```
! wB97M-V def2-TZVPD RIJCOSX def2/J DEFGRID3
* xyz -1 1
C 0.7528 2.0933 1.2749
O 1.1135 0.9548 0.6048
C -0.4433 1.7515 2.1971
C -1.7050 1.3706 1.3911
H 0.4963 2.9742 0.5921
H 1.5745 2.4453 1.9122
H -0.6671 2.4653 2.9756
H -0.1303 0.8061 2.6436
H -2.5237 0.9571 2.0047
H -1.4637 0.5771 0.6384
H -2.1179 2.2277 0.8113
C -1.0604 -1.9917 -1.2926
C 0.1801 -1.7520 -2.1401
C 1.1513 -0.8204 -1.5400
C 2.2302 -1.2427 -0.8520
H -1.5536 -1.0350 -1.0937
H -1.7850 -2.6935 -1.7191
H -0.7120 -2.4420 -0.3299
H -0.1413 -1.2638 -3.1034
H 0.6494 -2.7180 -2.3805
H 0.9253 0.2366 -1.4498
H 2.7754 -0.5171 -0.2135
H 2.4546 -2.3837 -0.9311
*
```

Löwdin population analysis, charges in e, atoms 1 to 2: atom 1 (C): -0.508, atom 2 (O): -0.355

***

Below is an isolated ion of composition CH8N6 and charge +2, with properties calculated with ωB97M-V/def2-TZVPD.

- relative energy (zero: lowest compared OMol25 entry of this formula, charge and spin) (eV) = 0.329
- SMILES = NNNC1=[NH+][NH2+]N1

The geometry in ORCA input format:
```
! wB97M-V def2-TZVPD RIJCOSX def2/J DEFGRID3
* xyz 2 1
N -3.0091 -0.1821 0.0168
N -1.8044 0.4123 -0.2490
N -0.7356 -0.4265 0.0304
C 0.5333 -0.1824 0.0589
N 1.6545 -0.9984 -0.1120
N 2.5023 0.1469 -0.0625
N 1.3287 0.9661 -0.0626
H -3.6096 0.2972 0.6797
H -3.5191 -0.4506 -0.8209
H -1.6621 1.3899 -0.0018
H -1.0539 -1.4079 0.0100
H 1.8778 -1.9209 0.2463
H 3.0930 0.2690 -0.9195
H 3.1416 0.2316 0.7616
H 1.2626 1.8559 0.4247
*
```

Löwdin population analysis, charges in e, atoms 1 to 2: atom 1 (N): 0.059, atom 2 (N): -0.065

***

Below is a 3-piece molecular cluster, C5H18N2O2 overall, with properties calculated with ωB97M-V/def2-TZVPD.

- relative energy (zero: lowest compared OMol25 entry of this formula, charge and spin) (eV) = 1.077
- SMILES = CCN[C@@H](C)CN.O.O

The geometry in ORCA input format:
```
! wB97M-V def2-TZVPD RIJCOSX def2/J DEFGRID3
* xyz 0 1
C 0.7463 2.5755 0.0372
C -0.2166 1.5522 0.7843
N -0.3114 0.4607 -0.1546
C -1.1799 -0.6903 -0.1089
C -2.6347 -0.3450 -0.5132
C -0.7141 -1.6318 -1.3342
N 0.5826 -2.2540 -1.3241
H 1.3054 3.0463 0.8578
H 0.1244 3.3085 -0.4948
H 1.3276 2.0237 -0.6952
H 0.3509 1.2263 1.6833
H -1.1075 2.1144 1.1190
H -0.3807 0.8941 -1.0711
H -1.0667 -1.2763 0.8094
H -3.1831 -1.2311 -0.1597
H -3.0048 0.5802 -0.0795
H -2.7474 -0.3050 -1.6025
H -1.4157 -2.4906 -1.2118
H -0.9083 -1.0152 -2.2165
H 1.3209 -1.6270 -1.6316
H 0.8613 -2.5482 -0.3931
O 1.4882 -1.0078 2.6305
H 2.3229 -1.1812 2.1990
H 1.2406 -0.1047 2.4416
O 2.8128 -0.1393 0.1098
H 1.9902 -0.6561 0.0349
H 2.3969 0.7215 0.2838
*
```

Löwdin population analysis, charges in e, atoms 1 to 2: atom 1 (C): -0.081, atom 2 (C): -0.257

***

Below is C4H4O2S in the gas phase, with properties calculated with ωB97M-V/def2-TZVPD.

- relative energy (zero: lowest compared OMol25 entry of this formula, charge and spin) (eV) = 0.906
- SMILES = O=C1O[C@H]2C[C@H]2S1

The geometry in ORCA input format:
```
! wB97M-V def2-TZVPD RIJCOSX def2/J DEFGRID3
* xyz 0 1
O 2.9941 -0.2649 0.1647
C 1.8300 -0.0231 0.0373
O 0.9587 -1.0395 -0.2106
C -0.3733 -0.6437 -0.4741
C -1.0899 -0.0741 0.7343
C -0.5825 0.8416 -0.3495
S 1.0385 1.5888 -0.0406
H -0.7832 -1.2849 -1.2450
H -2.1609 -0.1648 0.7694
H -0.5979 -0.2765 1.6719
H -1.2335 1.3411 -1.0579
*
```

Löwdin population analysis, charges in e, atoms 1 to 2: atom 1 (O): 0.075, atom 2 (C): -0.753

***

Record order is preserved below.
Lowest unoccupied orbital energy: 0.28, 3.95, -8.22, 0.76, 0.62 eV
Record order is preserved below.
HOMO energy: -8.843, -2.461, -17.498, -8.901, -9.699 eV